Entry a
{"formula": "C4H12O3", "method": "ωB97M-V with the def2-TZVPD basis set", "species": ["O", "O", "O", "C", "C", "C", "C", "H", "H", "H", "H", "H", "H", "H", "H", "H", "H", "H", "H"], "positions_angstrom": [[4.665, -3.310, -2.560], [-0.324, -1.986, 0.490], [1.932, -5.465, -1.475], [-2.882, 2.296, 0.112], [-2.014, 3.306, 0.476], [-2.027, 3.730, 1.889], [-1.315, 4.722, 2.419], [-3.413, 1.683, 0.917], [-0.126, -1.520, 1.341], [-0.746, 5.398, 1.774], [2.824, -5.432, -1.969], [-3.161, 2.151, -0.906], [-1.612, 4.047, -0.278], [-0.913, -1.471, -0.083], [4.685, -4.230, -2.563], [-2.718, 3.352, 2.580], [4.596, -2.954, -3.497], [-1.992, 5.259, 3.054], [1.811, -4.511, -1.383]], "nbo_charge": [-0.94, -0.96, -0.93, -0.36, -0.24, -0.18, -0.42, 0.20, 0.48, 0.18, 0.45, 0.20, 0.22, 0.48, 0.46, 0.19, 0.48, 0.20, 0.47], "molar_mass_da": 108.14, "homo_energy_ev": -9.09, "multiplicity": 1}

***

Entry b
{"formula": "C4H12O3", "method": "ωB97M-V with the def2-TZVPD basis set", "species": ["O", "O", "O", "C", "C", "C", "C", "H", "H", "H", "H", "H", "H", "H", "H", "H", "H", "H", "H"], "positions_angstrom": [[-0.378, -1.385, -2.214], [1.283, -3.852, -0.091], [-2.521, 0.314, 0.045], [2.004, 1.640, 0.193], [-0.514, 1.437, 0.649], [-1.659, 0.601, 1.156], [0.681, 0.927, 0.450], [-1.318, -0.320, 1.637], [-0.695, 2.514, 0.646], [0.177, -0.626, -2.008], [-2.261, 1.083, 1.940], [2.838, 0.976, 0.350], [-2.953, 1.144, -0.172], [-1.221, -0.920, -2.366], [1.250, -3.770, -1.032], [0.513, -4.264, 0.335], [2.054, 2.095, -0.804], [0.816, -0.162, 0.524], [1.903, 2.565, 0.764]], "nbo_charge": [-0.94, -0.97, -0.72, -0.66, -0.24, -0.10, -0.15, 0.19, 0.19, 0.47, 0.17, 0.23, 0.46, 0.47, 0.49, 0.48, 0.22, 0.20, 0.22], "molar_mass_da": 108.14, "homo_energy_ev": -9.58, "multiplicity": 1}

***

Most stable pick: entry b. Distance to second place: 1.548 eV.

***

Entry a
{"formula": "C4H12O3", "method": "ωB97M-V with the def2-TZVPD basis set", "species": ["O", "O", "O", "C", "C", "C", "C", "H", "H", "H", "H", "H", "H", "H", "H", "H", "H", "H", "H"], "positions_angstrom": [[4.107, 1.531, 2.769], [0.000, 0.000, 0.000], [6.267, -1.605, 3.725], [0.937, -1.022, -0.075], [1.746, -0.979, 1.200], [2.548, 0.378, 1.373], [3.412, 0.337, 2.631], [0.289, -1.912, -0.192], [1.483, -0.877, -1.027], [6.755, -0.752, 3.764], [1.947, 1.306, 1.320], [1.004, -1.128, 2.008], [3.621, 2.296, 3.139], [5.444, -1.445, 4.241], [2.444, -1.838, 1.222], [3.285, 0.406, 0.547], [-0.557, -0.169, -0.788], [2.779, 0.037, 3.489], [4.177, -0.450, 2.486]], "nbo_charge": [-0.73, -0.72, -0.94, -0.06, -0.43, -0.42, -0.06, 0.16, 0.15, 0.48, 0.22, 0.21, 0.48, 0.47, 0.21, 0.20, 0.46, 0.15, 0.18], "molar_mass_da": 108.14, "homo_energy_ev": -10.06, "multiplicity": 1}

***

Entry b
{"formula": "C4H12O3", "method": "ωB97M-V with the def2-TZVPD basis set", "species": ["O", "O", "O", "C", "C", "C", "C", "H", "H", "H", "H", "H", "H", "H", "H", "H", "H", "H", "H"], "positions_angstrom": [[-0.172, -1.560, -0.666], [0.490, -3.243, 1.630], [-0.985, -2.095, -4.215], [0.110, -0.599, 0.013], [0.627, 1.865, 0.319], [-0.375, 0.809, -0.229], [0.154, 2.512, 1.668], [-0.410, -1.477, -3.737], [1.638, 1.480, 0.457], [-1.316, 1.112, 0.252], [0.410, 3.530, 1.977], [0.848, -0.788, 0.835], [-0.828, -2.896, -3.694], [-0.457, 0.894, -1.319], [0.547, 1.801, 2.396], [0.762, 2.602, -0.465], [-0.203, -3.267, 2.292], [0.085, -3.124, 0.760], [-0.924, 2.444, 1.726]], "nbo_charge": [-0.56, -0.96, -0.93, 0.45, -0.40, -0.53, -0.62, 0.47, 0.20, 0.24, 0.22, 0.13, 0.47, 0.24, 0.21, 0.21, 0.47, 0.49, 0.20], "molar_mass_da": 108.14, "homo_energy_ev": -10.33, "multiplicity": 1}

***

Entry c
{"formula": "C4H12O3", "method": "ωB97M-V with the def2-TZVPD basis set", "species": ["O", "O", "O", "C", "C", "C", "C", "H", "H", "H", "H", "H", "H", "H", "H", "H", "H", "H", "H"], "positions_angstrom": [[-0.513, 2.208, -1.416], [1.722, 1.638, 3.204], [3.266, 0.203, 0.855], [-1.628, -1.240, 0.252], [-0.848, -0.069, -1.891], [-1.904, -0.839, -1.237], [-0.268, 1.053, -1.054], [-2.107, -0.613, 0.911], [-1.975, -1.820, -1.697], [3.983, 0.121, 0.179], [2.476, 1.042, 3.271], [2.977, 1.130, 1.009], [-0.003, -0.871, -2.076], [1.082, 0.891, 3.167], [-2.848, -0.421, -1.446], [-1.017, 0.245, -2.937], [-0.581, -1.375, 0.648], [-2.032, -2.234, 0.305], [0.218, 0.950, -0.046]], "nbo_charge": [-0.53, -0.93, -0.98, -0.62, -0.49, -0.40, 0.41, 0.21, 0.20, 0.49, 0.47, 0.49, 0.21, 0.46, 0.21, 0.24, 0.21, 0.21, 0.14], "molar_mass_da": 108.14, "homo_energy_ev": -9.61, "multiplicity": 1}

***

Entry d
{"formula": "C4H12O3", "method": "ωB97M-V with the def2-TZVPD basis set", "species": ["O", "O", "O", "C", "C", "C", "C", "H", "H", "H", "H", "H", "H", "H", "H", "H", "H", "H", "H"], "positions_angstrom": [[6.230, -0.029, 3.032], [-5.165, 1.244, -2.392], [-0.756, 0.886, -2.074], [-0.345, -0.200, -0.107], [-0.296, -0.823, 2.230], [0.279, -0.966, 0.823], [-0.161, -0.349, -1.566], [-0.811, -1.757, 2.404], [-1.162, -0.135, 2.258], [-4.548, 1.567, -2.988], [5.555, -0.004, 3.657], [-4.715, 0.789, -1.646], [0.938, -0.395, -1.938], [0.503, -0.452, 2.910], [6.917, -0.639, 3.154], [0.652, -1.910, 0.346], [-0.677, -1.219, -1.971], [-0.640, 1.162, -2.993], [-1.351, 0.209, 0.001]], "nbo_charge": [-0.95, -0.94, -0.77, -0.19, -0.65, -0.20, -0.10, 0.22, 0.21, 0.47, 0.48, 0.48, 0.18, 0.22, 0.48, 0.21, 0.17, 0.48, 0.21], "molar_mass_da": 108.14, "homo_energy_ev": -9.22, "multiplicity": 1}

***

Most stable pick: entry b. Distance to second place: 0.184 eV.

***

Entry a
{"formula": "C4H12O3", "method": "ωB97M-V with the def2-TZVPD basis set", "species": ["O", "O", "O", "C", "C", "C", "C", "H", "H", "H", "H", "H", "H", "H", "H", "H", "H", "H", "H"], "positions_angstrom": [[1.268, -2.688, -0.456], [-0.945, -0.741, 1.442], [2.108, 1.024, 3.043], [-2.578, 0.766, -1.745], [-0.196, 0.515, -1.366], [-1.490, 1.122, -1.055], [1.003, 0.799, -0.910], [1.207, 1.549, -0.153], [1.846, 0.157, -1.110], [-3.477, 1.363, -1.729], [1.444, -2.745, -1.404], [-1.320, -1.522, 1.869], [-0.318, -0.293, -2.094], [-2.512, -0.093, -2.405], [2.360, 0.394, 2.359], [1.664, -1.859, -0.174], [-1.194, -0.923, 0.526], [-1.551, 1.931, -0.337], [2.057, 1.848, 2.548]], "nbo_charge": [-0.94, -0.93, -0.92, -0.36, -0.22, -0.23, -0.38, 0.19, 0.18, 0.21, 0.47, 0.47, 0.19, 0.19, 0.46, 0.47, 0.47, 0.21, 0.46], "molar_mass_da": 108.14, "homo_energy_ev": -9.26, "multiplicity": 1}

***

Entry b
{"formula": "C4H12O3", "method": "ωB97M-V with the def2-TZVPD basis set", "species": ["O", "O", "O", "C", "C", "C", "C", "H", "H", "H", "H", "H", "H", "H", "H", "H", "H", "H", "H"], "positions_angstrom": [[4.849, 0.105, 1.626], [0.250, -1.180, 1.866], [-2.614, -2.534, -1.651], [-0.050, 1.676, -1.231], [-0.867, -0.793, 1.637], [0.100, 0.533, -0.179], [-1.146, 0.339, 0.671], [-1.878, -2.039, -1.997], [-3.440, -2.094, -1.825], [0.925, 2.064, -1.504], [-1.704, -1.399, 1.885], [-0.376, 1.205, -2.201], [-0.424, 2.651, -0.828], [1.007, 0.768, 0.360], [4.434, -0.829, 1.717], [-1.381, 1.321, 1.073], [4.090, 0.551, 1.219], [-2.090, 0.122, 0.006], [0.313, -0.467, -0.643]], "nbo_charge": [-0.93, -0.52, -0.95, -0.64, 0.44, -0.40, -0.52, 0.47, 0.47, 0.21, 0.12, 0.21, 0.22, 0.21, 0.47, 0.24, 0.46, 0.22, 0.20], "molar_mass_da": 108.14, "homo_energy_ev": -10.06, "multiplicity": 1}

***

Most stable pick: entry b. Distance to second place: 0.259 eV.

***

Entry a
{"formula": "C4H7ClNO", "method": "ωB97M-V with the def2-TZVPD basis set", "species": ["Cl", "O", "N", "C", "C", "C", "C", "H", "H", "H", "H", "H", "H", "H"], "positions_angstrom": [[-1.452, -0.696, -1.634], [3.595, 1.132, -1.074], [2.516, 0.786, -1.053], [-0.862, 0.154, -0.097], [-1.558, -0.577, 1.055], [0.575, 0.032, 0.175], [1.370, 0.400, -1.000], [-1.153, 1.213, -0.388], [-2.572, -0.097, 1.422], [-1.788, -1.680, 0.804], [0.747, 0.044, -1.817], [0.845, -0.900, 0.521], [-0.892, -0.582, 2.009], [0.628, 0.773, 1.077]], "nbo_charge": [-0.04, 0.01, 0.44, -0.18, -0.66, -0.46, -0.03, 0.25, 0.27, 0.27, 0.35, 0.27, 0.23, 0.29], "molar_mass_da": 120.56, "homo_energy_ev": -15.11, "total_charge": 1, "multiplicity": 1}

***

Entry b
{"formula": "C4H7ClNO", "method": "ωB97M-V with the def2-TZVPD basis set", "species": ["Cl", "O", "N", "C", "C", "C", "C", "H", "H", "H", "H", "H", "H", "H"], "positions_angstrom": [[3.082, 0.960, 2.105], [2.851, -1.595, 1.329], [0.029, 1.396, 0.446], [0.484, 0.041, 0.315], [2.386, -0.518, 1.520], [0.590, -0.803, -0.859], [-0.310, -1.285, 0.321], [0.844, 1.955, 1.040], [0.059, 1.842, -0.484], [0.112, -2.181, 0.690], [-0.952, 1.559, 0.858], [0.064, -0.349, -1.701], [1.478, -1.333, -1.245], [-1.347, -1.360, 0.164]], "nbo_charge": [0.05, -0.43, -0.74, 0.05, 0.53, -0.45, -0.42, 0.49, 0.45, 0.26, 0.47, 0.22, 0.27, 0.24], "molar_mass_da": 120.56, "homo_energy_ev": [-13.34, -13.34], "total_charge": 1, "multiplicity": 1}

***

Most stable pick: entry b. Distance to second place: 0.752 eV.